No. 1
ORCA calculation (wB97M-V/def2-TZVPD) on the ion CHF3N3 with charge +1 in a non-equilibrium geometry.

As for the total charge: +1. As for the structure (SMILES): FC1=NN1[NH+](F)F. The calculation puts the frontier orbital gap at 11.744 eV. As for the highest occupied orbital energy: -17.018 eV.

Element x y z (Å)
C 0.96988 0.99213 -0.55470
N 1.56154 -0.06364 -0.76413
N 0.62640 0.05189 0.42227
N -0.60908 -0.62987 0.44599
F 0.68681 2.17944 -0.82430
F -1.55848 0.21341 0.98339
F -1.03894 -1.12603 -0.78773
H -0.63811 -1.61733 1.07921

Calculated atomic charges, method Löwdin, unit e: C -0.358; N 0.356; N 0.097; N -0.024; F 0.322; F 0.153; F 0.119; H 0.336



No. 2
ORCA calculation (wB97M-V/def2-TZVPD) on a cluster of 2 separate species, C12H15FNO in total in a non-equilibrium geometry.

As for the total charge: +1. The calculation puts the frontier orbital gap (alpha / beta) at 6.054 / 5.723 eV. As for the highest occupied orbital energy (alpha / beta): -13.268 / -13.263 eV.

Element x y z (Å)
C 3.20045 0.84098 -0.02129
C 2.32799 1.56329 -0.91147
C 2.69956 -0.03271 0.88952
C 0.98046 1.45072 -0.80038
C 1.33564 -0.12949 1.05927
C 0.45167 0.52572 0.14085
C -0.15818 -3.01889 0.76141
C -0.76140 -2.04958 0.06667
C -1.85218 1.23225 -0.34890
C -0.64198 -2.18022 -1.41670
C -1.74634 2.69079 -0.17758
C -1.51436 -0.89866 0.64370
N -0.88450 0.32574 0.27500
O -2.61003 0.65575 -1.07082
F -1.21784 1.23496 2.23798
H 4.20844 0.91048 0.04394
H 2.65590 2.17234 -1.61279
H 3.46805 -0.44102 1.61876
H 0.38772 1.92744 -1.43915
H 0.75567 -0.64058 1.80671
H -0.21067 -3.22389 1.86408
H 0.36440 -3.84308 0.31024
H -1.70282 -2.46580 -1.90182
H 0.14599 -2.87426 -1.73204
H -0.21272 -1.19907 -1.75602
H -2.87825 2.95795 -0.19078
H -1.37062 3.19937 -1.05520
H -1.07491 2.87273 0.65118
H -2.49474 -0.71648 0.40039
H -1.65040 -0.84677 1.66523

Calculated atomic charges, method Löwdin, unit e: C 0.043; C 0.047; C -0.018; C 0.052; C 0.089; C -0.156; C 0.074; C -0.343; C -0.418; C -0.048; C 0.027; C -0.095; N 0.052; O 0.178; F -0.103; H 0.097; H 0.080; H 0.160; H 0.082; H 0.126; H 0.099; H 0.072; H 0.154; H 0.084; H 0.080; H 0.162; H 0.098; H 0.085; H 0.118; H 0.122



No. 3
ORCA calculation (wB97M-V/def2-TZVPD) on a cluster of 11 separate species, C36H80N8O14 in total in a non-equilibrium geometry.

As for the total charge: 0. As for the structure (SMILES): CCOC(C)=O.CCOC(C)=O.CCOC(C)=O.CN(C)C=O.CN(C)C=O.CN(C)C=O.CN(C)C=O.CN(C)C=O.CN(C)C=O.CN(C)C=O.CN(C)C=O. The calculation puts the frontier orbital gap at 9.260 eV. As for the highest occupied orbital energy: -9.199 eV.

Element x y z (Å)
C -1.42587 6.30683 -45.49571
O -1.47686 7.53509 -45.34385
N -0.61776 5.47936 -44.76823
C -0.69688 4.02367 -44.94737
C 0.10210 5.91786 -43.58793
H -2.00742 5.71229 -46.21717
H 0.06099 3.48826 -44.37545
H -0.56502 3.83918 -46.01353
H -1.68788 3.64524 -44.69679
H -0.14303 6.95893 -43.37769
H -0.30078 5.31559 -42.77366
H 1.18438 6.04298 -43.62136
C 5.15416 -7.98211 -35.86519
O 5.33407 -9.04307 -36.49239
N 6.22825 -7.15224 -35.50605
C 6.19841 -5.95117 -34.63691
C 7.65899 -7.44831 -35.78245
H 4.20705 -7.48325 -35.60765
H 5.15150 -6.00786 -34.33878
H 6.33190 -5.04821 -35.23269
H 6.79130 -6.03288 -33.72593
H 8.18318 -7.81285 -34.89901
H 7.76974 -8.13877 -36.61857
H 8.29461 -6.60848 -36.06311
C 6.02874 0.47769 -46.89615
O 6.32441 -0.62007 -47.40719
N 6.31063 1.60237 -47.45352
C 6.98058 1.76712 -48.80732
C 5.67617 2.86223 -46.99789
H 5.30815 0.42632 -46.06528
H 7.80310 2.46999 -48.67482
H 6.34747 2.09155 -49.63316
H 7.41818 0.81334 -49.10212
H 4.86577 3.34469 -47.54434
H 5.40379 2.79124 -45.94485
H 6.45359 3.62448 -47.04983
C -6.96693 -3.76740 -39.93636
O -7.20168 -2.58218 -39.70050
N -6.10295 -4.24445 -40.90495
C -5.64659 -5.64120 -40.94967
C -5.62941 -3.36714 -41.99728
H -7.38245 -4.59177 -39.33640
H -6.27194 -6.25208 -40.29862
H -4.56445 -5.68756 -40.82747
H -5.89171 -6.06458 -41.92371
H -5.89866 -3.88562 -42.91748
H -6.01916 -2.35814 -41.86263
H -4.54817 -3.24239 -41.93847
C -2.17816 -3.72777 -49.73136
O -3.19179 -3.70129 -49.02196
N -0.90832 -3.54179 -49.34994
C 0.10972 -3.75364 -50.38021
C -0.55931 -3.14129 -48.00244
H -2.35887 -3.77936 -50.81619
H 0.30480 -2.74097 -50.73313
H -0.06219 -4.46058 -51.19186
H 1.03765 -4.02750 -49.87818
H 0.36305 -2.58238 -47.84438
H -1.38280 -2.53092 -47.63179
H -0.55549 -4.06818 -47.42888
C -2.63470 1.27231 -34.18271
O -2.71021 2.39009 -33.66449
N -1.72192 0.86890 -35.05740
C -0.65679 1.77253 -35.56403
C -1.68731 -0.47694 -35.63596
H -3.48296 0.57611 -34.09345
H 0.32370 1.63698 -35.10754
H -0.92728 2.81825 -35.41773
H -0.55369 1.59792 -36.63500
H -1.31260 -1.13122 -34.84880
H -2.67664 -0.93429 -35.64854
H -1.06165 -0.77404 -36.47762
C 6.84632 6.47966 -38.88014
O 6.81471 5.59520 -39.79288
N 6.11886 6.42968 -37.74452
C 6.36906 7.47114 -36.82100
C 5.16724 5.44932 -37.43406
H 7.46682 7.38898 -38.89708
H 6.52746 7.19515 -35.77849
H 5.57917 8.18204 -37.06350
H 7.29059 7.99065 -37.08370
H 4.15146 5.84374 -37.46099
H 5.11675 4.68010 -38.20469
H 5.36642 4.95493 -36.48327
C -0.41517 -12.87279 -45.25491
O -1.03712 -12.07447 -44.57944
N 0.08264 -12.63416 -46.48531
C 0.96770 -13.70564 -47.18424
C -0.25942 -11.39352 -47.17395
H -0.08524 -13.88490 -44.97385
H 0.34927 -14.41376 -47.73581
H 1.72215 -14.13192 -46.52304
H 1.53574 -13.23593 -47.98724
H -0.74471 -10.66603 -46.52330
H 0.61931 -10.89503 -47.58315
H -0.94347 -11.58928 -47.99969
O 9.30848 0.43839 -34.95673
C 9.86571 1.44164 -34.98371
O 10.79776 1.74132 -35.91986
C 10.94454 0.98908 -37.14346
C 11.96016 1.53735 -38.17976
C 9.62990 2.62344 -34.07693
H 9.96852 1.06796 -37.62227
H 11.21948 -0.05648 -37.00447
H 12.76015 2.10541 -37.70496
H 11.44816 2.36815 -38.66528
H 12.30117 0.85808 -38.96105
H 10.03024 2.43592 -33.08060
H 8.61897 3.02921 -34.11517
H 10.24437 3.46422 -34.39883
O 7.36579 -10.00708 -45.17670
C 8.62490 -10.00564 -45.13289
O 9.40818 -9.03043 -44.68928
C 8.96346 -7.79962 -44.19884
C 9.99000 -7.47589 -43.16998
C 9.47432 -11.22447 -45.48750
H 8.00208 -7.69223 -43.69656
H 8.88706 -7.00912 -44.94541
H 9.92012 -6.46585 -42.76617
H 10.94541 -7.41551 -43.69117
H 10.04172 -8.19548 -42.35290
H 9.39490 -11.36801 -46.56508
H 9.19130 -12.22971 -45.17529
H 10.50203 -10.96984 -45.22854
O 2.18463 -2.04335 -40.71671
C 3.24051 -2.65409 -40.47824
O 3.40575 -3.93991 -40.44284
C 2.36201 -4.83276 -40.86571
C 2.92381 -5.75735 -41.96463
C 4.49616 -2.00966 -40.04037
H 1.44966 -4.34645 -41.21100
H 2.14813 -5.37761 -39.94620
H 3.50893 -5.17716 -42.67814
H 2.17539 -6.35901 -42.48035
H 3.62737 -6.40937 -41.44695
H 4.38940 -1.95926 -38.95678
H 4.51860 -1.02111 -40.49904
H 5.38212 -2.53536 -40.39648

Results of the Löwdin charge analysis, in e, for atoms 1 through 99: C -0.316; O -0.009; N -0.202; C -0.061; C -0.061; H 0.133; H 0.088; H 0.081; H 0.085; H 0.080; H 0.093; H 0.089; C -0.282; O -0.015; N -0.187; C -0.066; C -0.068; H 0.127; H 0.071; H 0.088; H 0.089; H 0.083; H 0.081; H 0.079; C -0.378; O -0.036; N -0.158; C -0.006; C -0.056; H 0.139; H 0.082; H 0.088; H 0.079; H 0.085; H 0.084; H 0.078; C -0.322; O -0.007; N -0.202; C -0.060; C -0.037; H 0.125; H 0.082; H 0.088; H 0.079; H 0.086; H 0.083; H 0.083; C -0.355; O -0.015; N -0.203; C -0.054; C -0.040; H 0.134; H 0.087; H 0.090; H 0.083; H 0.091; H 0.088; H 0.094; C -0.357; O -0.010; N -0.173; C -0.032; C -0.061; H 0.135; H 0.085; H 0.082; H 0.081; H 0.078; H 0.081; H 0.092; C -0.281; O -0.042; N -0.230; C -0.075; C -0.062; H 0.129; H 0.098; H 0.102; H 0.080; H 0.096; H 0.091; H 0.095; C -0.373; O 0.008; N -0.168; C -0.014; C -0.060; H 0.128; H 0.077; H 0.080; H 0.072; H 0.083; H 0.082; H 0.084; O 0.164; C -0.586; O -0.027



No. 4
ORCA calculation (wB97M-V/def2-TZVPD) on the ion C3H9N2S with charge -1 in a non-equilibrium geometry.

As for the total charge: -1. As for the structure (SMILES): NCNCC[S-]. The calculation puts the frontier orbital gap at 5.652 eV. As for the highest occupied orbital energy: -2.181 eV.

Element x y z (Å)
C -0.09907 -0.15051 -0.20842
C -1.04257 0.76820 0.65457
S -2.51579 -0.08209 1.42626
N 0.82588 0.62755 -1.07964
C 1.94161 -0.28158 -1.60118
N 2.80684 -0.75946 -0.50475
H 0.53694 -0.77649 0.32621
H -0.76992 -0.64981 -0.85646
H -1.35146 1.74067 0.09029
H -0.37372 1.08464 1.41967
H 1.29263 1.27257 -0.48566
H 2.52532 0.26987 -2.33589
H 1.43093 -1.08979 -2.18071
H 3.28389 -0.13757 0.09346
H 3.44907 -1.49407 -0.87002

Calculated atomic charges, method Löwdin, unit e: C -0.337; C -0.771; S -0.019; N -0.086; C -0.295; N -0.022; H 0.060; H 0.065; H 0.060; H -0.008; H 0.058; H 0.076; H 0.114; H 0.037; H 0.068



No. 5
ORCA calculation (wB97M-V/def2-TZVPD) on an isolated molecule of C4H7N3O in a non-equilibrium geometry.

As for the total charge: 0. As for the structure (SMILES): [H]/N=C1/N[C@@H]2[C@H](O)[C@@H]2N1. The calculation puts the frontier orbital gap at 9.389 eV. As for the highest occupied orbital energy: -8.678 eV.

Element x y z (Å)
C -1.40723 -0.00301 0.86311
C -0.01833 -0.33875 1.20802
C 1.24186 0.13198 -0.76287
C -0.62957 -1.07717 0.01596
H -1.31021 1.20588 -0.60995
H -2.25196 -0.40188 1.48530
H 0.17166 -0.58214 2.32827
H 1.24725 1.36427 0.83157
H 2.79514 1.45784 -1.55630
H -0.15566 -1.39379 -1.97406
H -1.02039 -2.03288 0.22434
N 1.01635 0.44744 0.57227
N 2.00220 0.72350 -1.65591
N 0.19436 -0.71029 -1.17852
O -1.87546 1.20900 0.20877

Calculated atomic charges, method Löwdin, unit e: C -0.242; C -0.214; C -0.500; C -0.142; H 0.097; H 0.155; H 0.167; H 0.124; H 0.069; H 0.201; H 0.113; N 0.086; N 0.058; N 0.073; O -0.043



No. 6
ORCA calculation (wB97M-V/def2-TZVPD) on an isolated molecule of CHBrF2O in a non-equilibrium geometry.

Its spin multiplicity is 3. As for the total charge: 0. The expectation value of S² is 2.00. The calculation puts the frontier orbital gap (alpha / beta) at 7.661 / 7.301 eV. As for the highest occupied orbital energy (alpha / beta): -6.925 / -11.914 eV.

Element x y z (Å)
C 0.14710 -0.03010 -0.24013
O -0.09593 -0.57418 0.91078
F 1.35841 0.54460 -0.46596
F -0.72184 1.27902 -0.15660
Br -0.67463 -1.33161 -1.62269
H -0.01311 0.11226 1.57460

Calculated atomic charges, method Löwdin, unit e: C -0.883; O 0.039; F 0.038; F -0.158; Br 0.839; H 0.125



> What is the formula in the fifth record?

C4H7N3O